(1)
{
  "formula": "C2H4IN",
  "method": "the ωB97M-V functional and the def2-TZVPD basis",
  "total_energy_ev": -11728.4614,
  "homo_ev": -9.545,
  "e_lumo_ev": 0.3,
  "de_lowest_kcal_mol": 12.6,
  "smiles": "[H]/N=C/CI",
  "gap_ev": 9.818,
  "elements": ["H", "N", "C", "C", "I", "H", "H", "H"],
  "xyz": [[1.833, -1.343, -0.827], [1.338, -0.663, -0.349], [0.120, -0.594, -0.124], [-0.443, 0.602, 0.529], [-1.663, 1.537, -0.974], [-0.506, -1.319, -0.482], [0.310, 1.437, 0.810], [-0.989, 0.343, 1.417]],
  "nbo_charge": [0.358, -0.624, 0.099, -0.557, 0.081, 0.156, 0.255, 0.231]
}

=====

(2)
{
  "formula": "C4H9N2PS",
  "method": "the ωB97M-V functional and the def2-TZVPD basis",
  "total_energy_ev": -27391.1886,
  "homo_ev": [-5.996, -8.470],
  "e_lumo_ev": [0.4, -2.3],
  "de_lowest_kcal_mol": 0.0,
  "gap_ev": [6.433, 6.125],
  "multiplicity": 3,
  "s2": 2.0129,
  "elements": ["C", "C", "C", "C", "N", "N", "P", "S", "H", "H", "H", "H", "H", "H", "H", "H", "H"],
  "xyz": [[-1.039, -2.997, 1.856], [1.421, 0.752, -0.622], [-0.331, 1.652, 0.964], [-0.434, 0.052, -2.205], [0.208, 0.571, 0.131], [0.210, 0.721, -1.322], [-1.261, -2.221, 0.360], [0.242, -2.706, -0.894], [-2.012, -2.834, 2.405], [-0.305, -3.722, 2.010], [1.896, 1.697, -0.632], [2.069, -0.052, -0.767], [-1.030, 2.239, 0.415], [-0.922, 1.227, 1.867], [0.400, 2.352, 1.385], [-1.535, 0.026, -1.987], [0.100, -0.266, -3.049]],
  "nbo_charge": [-0.878, -0.048, -0.435, -0.310, -0.291, -0.260, 0.611, -0.206, 0.235, 0.221, 0.176, 0.185, 0.206, 0.209, 0.196, 0.197, 0.193]
}

=====

(3)
{
  "formula": "C12H15NS",
  "method": "the ωB97M-V functional and the def2-TZVPD basis",
  "total_energy_ev": -25010.8989,
  "homo_ev": -9.224,
  "e_lumo_ev": 0.7,
  "de_lowest_kcal_mol": 40.6,
  "smiles": "N#C[C@H](c1ccsc1)C1CCCCC1",
  "gap_ev": 9.916,
  "elements": ["N", "C", "C", "C", "C", "C", "S", "C", "C", "C", "C", "C", "C", "C", "H", "H", "H", "H", "H", "H", "H", "H", "H", "H", "H", "H", "H", "H", "H"],
  "xyz": [[-1.716, 0.727, -3.543], [-1.103, 0.376, -2.585], [-0.409, -0.381, -1.570], [-1.069, -1.505, -1.045], [-2.503, -1.500, -0.614], [-2.917, -2.747, -0.035], [-1.670, -3.975, -0.340], [-0.531, -2.757, -0.947], [0.261, 0.687, -0.585], [-0.466, 0.739, 0.798], [0.164, 1.663, 1.787], [1.724, 1.436, 1.939], [2.410, 1.385, 0.610], [1.708, 0.352, -0.317], [0.479, -0.811, -2.135], [-3.148, -0.683, -0.536], [-3.917, -2.950, 0.295], [0.492, -2.938, -1.178], [0.017, 1.660, -1.048], [-0.514, -0.245, 1.258], [-1.501, 1.116, 0.551], [-0.137, 1.635, 2.837], [-0.012, 2.669, 1.433], [2.130, 2.273, 2.567], [1.980, 0.466, 2.392], [2.401, 2.369, 0.139], [3.545, 1.177, 0.719], [1.932, -0.576, 0.296], [2.369, 0.340, -1.144]],
  "nbo_charge": [-0.311, 0.294, -0.360, -0.078, -0.229, -0.381, 0.393, -0.360, -0.184, -0.407, -0.403, -0.399, -0.382, -0.429, 0.261, 0.223, 0.239, 0.234, 0.224, 0.212, 0.207, 0.219, 0.195, 0.211, 0.193, 0.192, 0.205, 0.207, 0.215]
}

=====

(4)
{
  "formula": "H2NPS",
  "method": "the ωB97M-V functional and the def2-TZVPD basis",
  "total_energy_ev": -21643.4684,
  "homo_ev": [-10.548, -7.579],
  "e_lumo_ev": [-1.2, -1.6],
  "de_lowest_kcal_mol": 78.8,
  "gap_ev": [9.320, 5.999],
  "elements": ["N", "P", "S", "H", "H"],
  "xyz": [[0.027, -0.306, -0.503], [2.916, -0.581, 0.465], [4.170, 0.562, -0.420], [0.264, 0.736, -0.503], [-0.769, -0.512, 0.133]],
  "nbo_charge": [-0.682, 0.377, -0.321, 0.315, 0.311]
}